(1)
4 unconnected molecules or ions with the total composition C39H72ClN4O16PS, computed with wB97M-V/def2-TZVPD.

Last column: Löwdin charge in e.
Geometry (Å):
C -4.702 0.836 -0.045  0.0181
C -4.817 0.543 -1.581  -0.4525
O -5.731 -0.149 -1.957  0.1165
O -3.915 1.027 -2.549  0.0817
C -2.584 1.078 -2.056  -0.3927
O -2.082 2.172 -2.005  0.1285
C -1.798 -0.247 -1.658  -0.0015
C -0.721 0.100 -0.546  -0.2149
N -1.137 0.961 0.424  0.1886
C -0.068 1.191 1.282  -0.1362
C -0.328 2.135 2.439  -0.1219
C -1.741 2.782 2.682  -0.1607
C -2.094 3.921 1.643  -0.1790
C -0.894 4.943 1.463  -0.1970
C -0.297 4.894 -0.007  -0.2491
S 0.507 6.470 -0.505  0.3955
O -0.100 7.649 0.128  -0.3744
O 1.933 6.417 -0.173  -0.3717
Cl 0.237 6.739 -2.560  0.3579
C 0.735 2.494 3.393  0.0379
C 2.149 1.925 3.265  -0.1784
C 3.220 2.399 4.292  -0.1547
C 4.529 3.050 3.656  -0.1891
C 4.403 3.485 2.137  -0.2052
C 5.404 4.714 1.834  -0.1862
C 4.637 6.071 2.162  -0.2692
N 4.953 6.549 3.555  -0.0332
C 2.373 0.993 2.174  0.0390
C 1.294 0.618 1.190  -0.1665
N 1.638 -0.290 0.199  0.1310
C 0.622 -0.548 -0.679  -0.2345
P 1.041 -1.776 -2.054  0.6046
N 2.523 -2.265 -1.836  -0.1909
O 0.970 -1.072 -3.560  -0.1763
O 0.047 -3.121 -1.894  -0.1810
H -4.007 1.685 0.191  0.0674
H -4.419 -0.120 0.488  0.1013
H -5.744 1.104 0.302  0.1043
H -2.529 -0.969 -1.189  0.1345
H -1.342 -0.620 -2.612  0.1096
H -1.784 3.213 3.730  0.1167
H -2.563 2.001 2.662  0.1111
H -2.991 4.527 1.976  0.1208
H -2.357 3.433 0.664  0.0838
H -0.053 4.785 2.192  0.1076
H -1.283 5.991 1.632  0.1113
H 0.483 4.082 -0.100  0.1140
H -1.120 4.637 -0.741  0.0987
H 0.466 3.211 4.219  0.1167
H 2.804 3.078 5.088  0.1104
H 3.562 1.469 4.849  0.1195
H 4.799 3.932 4.314  0.0921
H 5.413 2.347 3.744  0.1151
H 4.794 2.629 1.516  0.1058
H 3.388 3.845 1.829  0.0999
H 5.549 4.706 0.708  0.1061
H 6.389 4.606 2.361  0.1060
H 4.860 6.869 1.389  0.1080
H 3.511 5.957 2.146  0.0979
H 4.302 6.086 4.197  0.0470
H 5.906 6.231 3.753  0.0517
H 3.405 0.555 2.077  0.1280
H 2.553 -3.273 -1.672  -0.0183
H 1.641 -0.359 -3.599  0.0913
H 0.025 -3.286 -0.924  0.0771
C 3.333 11.704 -6.400  -0.1097
O 2.754 10.786 -7.312  -0.2013
C 3.672 9.834 -7.834  -0.1890
C 3.133 8.410 -7.746  -0.1759
O 2.956 7.881 -6.436  -0.1179
C 1.976 8.482 -5.595  -0.1761
C 0.523 8.357 -6.057  -0.1971
O 0.281 9.098 -7.245  -0.1988
C -0.366 8.357 -8.262  -0.1146
H 3.694 12.583 -6.938  0.0849
H 2.554 12.016 -5.700  0.0879
H 4.143 11.254 -5.818  0.0868
H 4.644 9.892 -7.336  0.1198
H 3.815 10.085 -8.892  0.1256
H 3.874 7.760 -8.222  0.1274
H 2.223 8.290 -8.333  0.1029
H 2.241 9.516 -5.378  0.1087
H 2.056 7.957 -4.639  0.0980
H -0.123 8.785 -5.280  0.1211
H 0.260 7.302 -6.171  0.1190
H -0.059 7.307 -8.273  0.0860
H -0.098 8.799 -9.224  0.0879
H -1.454 8.423 -8.132  0.0887
C -0.698 -7.305 3.726  -0.1028
O -1.372 -6.088 3.446  -0.2056
C -2.281 -5.686 4.461  -0.1885
C -2.092 -4.223 4.852  -0.1756
O -0.860 -3.894 5.488  -0.1183
C 0.340 -4.022 4.731  -0.1724
C 0.486 -3.091 3.531  -0.1795
O -0.451 -3.391 2.503  -0.1946
C -1.169 -2.266 2.038  -0.1082
H -1.271 -8.144 3.326  0.0847
H 0.274 -7.272 3.227  0.0882
H -0.517 -7.442 4.796  0.0876
H -2.205 -6.318 5.349  0.1211
H -3.289 -5.803 4.043  0.1261
H -2.867 -3.988 5.588  0.1280
H -2.278 -3.557 4.011  0.1020
H 0.507 -5.063 4.455  0.1070
H 1.146 -3.773 5.428  0.1288
H 1.485 -3.241 3.102  0.1289
H 0.412 -2.051 3.859  0.1211
H -1.376 -1.543 2.833  0.0927
H -2.126 -2.615 1.641  0.0938
H -0.607 -1.779 1.232  0.0536
C -1.740 -9.328 -0.239  -0.1076
O -2.537 -10.040 0.694  -0.2071
C -3.927 -10.016 0.393  -0.1884
C -4.549 -11.408 0.451  -0.1759
O -4.106 -12.339 -0.531  -0.1193
C -2.746 -12.762 -0.488  -0.1751
C -2.324 -13.562 0.742  -0.1886
O -2.342 -12.775 1.925  -0.2015
C -3.044 -13.371 3.000  -0.1154
H -1.634 -8.290 0.082  0.0836
H -0.752 -9.794 -0.260  0.0881
H -2.150 -9.373 -1.253  0.0873
H -4.124 -9.564 -0.583  0.1204
H -4.403 -9.393 1.160  0.1253
H -5.621 -11.285 0.268  0.1278
H -4.474 -11.838 1.449  0.1035
H -2.079 -11.920 -0.668  0.1057
H -2.624 -13.420 -1.354  0.1275
H -1.288 -13.891 0.596  0.1259
H -2.951 -14.453 0.835  0.1210
H -3.908 -13.952 2.664  0.0861
H -3.405 -12.573 3.651  0.0873
H -2.365 -14.016 3.573  0.0885

## Properties
* energy relative to the best compared isomer or geometry (same formula, charge and spin): 4.747 eV
* SMILES: CC(=O)OC(=O)Cc1nc2c(CCCCS(=O)(=O)Cl)cc(CCCCCN)cc2nc1P(=N)(O)O.COCCOCCOC.COCCOCCOC.COCCOCCOC
* multiplicity: 1

(2)
A molecular structure, C41H50BrClN4O31S, computed with wB97M-V/def2-TZVPD.

Last column: Löwdin charge in e.
Geometry (Å):
N 4.415 -2.412 0.026  0.1444
C 4.621 -2.326 1.261  -0.1974
C 4.460 -1.031 2.028  -0.1107
C 3.260 -0.215 1.631  -0.1028
C 3.136 0.594 0.521  -0.1637
C 4.253 0.879 -0.453  -0.1546
C 5.590 1.406 0.097  -0.0999
C 5.427 2.285 1.305  -0.5338
N 6.415 2.198 2.307  0.1380
O 4.532 3.072 1.412  0.1035
C 1.853 1.206 0.252  -0.5670
Br 1.602 2.305 -1.260  0.8892
C 0.792 1.021 1.079  -0.6308
Cl -0.783 1.675 0.815  0.7306
C 0.922 0.256 2.242  -0.4004
N -0.017 0.021 3.159  -0.2065
S 0.670 -0.916 4.241  1.0446
N 2.126 -1.090 3.626  -0.2146
C 2.153 -0.358 2.501  -0.2995
H 4.588 -3.353 -0.318  0.0416
H 4.905 -3.197 1.847  0.1129
H 4.327 -1.327 3.060  0.0930
H 5.383 -0.476 1.995  0.0949
H 3.908 1.652 -1.114  0.0254
H 4.418 0.015 -1.074  0.1033
H 6.027 2.014 -0.686  0.1181
H 6.266 0.587 0.292  0.1033
H 6.019 1.822 3.159  0.0974
H 7.170 1.590 2.012  0.0759
C 6.729 -2.264 -4.968  -0.1059
C 6.078 -1.160 -4.160  -0.1060
O 5.351 -1.900 -3.173  0.0505
C 5.935 -3.111 -3.035  -0.5719
O 5.667 -3.898 -2.186  0.1458
O 6.858 -3.311 -3.998  0.0668
H 7.704 -1.993 -5.365  0.1350
H 6.096 -2.618 -5.781  0.1308
H 6.809 -0.525 -3.654  0.1347
H 5.402 -0.541 -4.740  0.1179
C 8.625 4.763 -0.076  -0.1055
C 10.042 4.783 -0.615  -0.1108
O 10.514 3.473 -0.276  0.0658
C 9.444 2.658 -0.142  -0.5761
O 9.496 1.478 -0.021  0.1621
O 8.296 3.372 -0.159  0.0358
H 7.929 5.355 -0.663  0.1345
H 8.568 5.075 0.968  0.1358
H 10.076 4.898 -1.700  0.1328
H 10.668 5.542 -0.155  0.1320
C -3.583 3.857 2.939  -0.0776
C -3.853 3.050 1.687  -0.0973
O -4.993 2.267 2.087  0.0397
C -5.626 2.921 3.078  -0.6093
O -6.699 2.600 3.504  0.1253
O -4.905 3.951 3.522  0.0847
H -3.186 4.847 2.736  0.1385
H -2.936 3.325 3.641  0.0998
H -4.126 3.667 0.830  0.1311
H -3.042 2.386 1.410  0.0458
C -7.397 -0.761 3.521  -0.0882
C -6.019 -0.471 2.971  -0.1011
O -5.320 -1.702 3.249  0.0303
C -6.230 -2.692 3.353  -0.5963
O -5.961 -3.851 3.412  0.1444
O -7.484 -2.193 3.377  0.0570
H -8.191 -0.271 2.968  0.1364
H -7.491 -0.508 4.578  0.1370
H -6.023 -0.301 1.895  0.1421
H -5.532 0.358 3.460  0.1014
C 0.585 -1.257 -4.351  -0.0987
C -0.150 0.065 -4.242  -0.1065
O 0.931 1.002 -4.200  0.0108
C 2.009 0.440 -4.773  -0.5859
O 3.010 1.030 -5.033  0.1417
O 1.800 -0.872 -5.014  0.0542
H 0.053 -2.002 -4.936  0.1328
H 0.839 -1.678 -3.378  0.1382
H -0.767 0.278 -5.117  0.1334
H -0.759 0.147 -3.346  0.1328
C -2.518 -4.077 2.325  -0.1193
C -2.168 -4.848 3.579  -0.1201
O -1.053 -5.633 3.155  0.0605
C -0.477 -5.009 2.093  -0.5677
O 0.562 -5.315 1.616  0.1731
O -1.258 -3.986 1.654  0.0566
H -2.914 -3.085 2.534  0.1213
H -3.222 -4.614 1.687  0.1332
H -1.850 -4.194 4.395  0.1181
H -2.984 -5.479 3.920  0.1331
C -4.093 -0.680 6.198  -0.0964
C -2.672 -1.201 6.257  -0.0978
O -1.969 -0.258 5.440  -0.0118
C -2.672 0.896 5.423  -0.5506
O -2.281 1.924 4.972  0.1557
O -3.889 0.723 5.986  0.0704
H -4.655 -0.849 7.112  0.1379
H -4.648 -1.087 5.351  0.1087
H -2.256 -1.171 7.265  0.1377
H -2.566 -2.206 5.856  0.1225
C -9.009 4.671 0.149  -0.1089
C -7.814 4.509 1.064  -0.1144
O -6.734 4.355 0.136  0.0477
C -7.100 4.922 -1.041  -0.5687
O -6.369 5.106 -1.955  0.1715
O -8.415 5.250 -1.020  0.0626
H -9.776 5.325 0.553  0.1325
H -9.460 3.715 -0.123  0.1330
H -7.633 5.399 1.670  0.1409
H -7.886 3.645 1.718  0.1136
C 3.725 0.564 -9.365  -0.1123
C 4.000 -0.183 -8.076  -0.1158
O 5.249 -0.827 -8.363  0.0492
C 5.878 -0.127 -9.337  -0.5750
O 7.000 -0.299 -9.676  0.1670
O 5.045 0.804 -9.865  0.0608
H 3.199 1.503 -9.214  0.1326
H 3.179 -0.040 -10.092  0.1316
H 4.133 0.484 -7.224  0.1144
H 3.238 -0.918 -7.832  0.1313
C -8.344 -5.045 -0.004  -0.1079
C -7.451 -3.857 0.287  -0.1158
O -6.906 -3.563 -1.005  0.0597
C -7.753 -4.048 -1.946  -0.5728
O -7.672 -3.824 -3.107  0.1700
O -8.705 -4.824 -1.372  0.0605
H -9.230 -5.081 0.624  0.1332
H -7.812 -5.994 0.071  0.1345
H -8.014 -2.990 0.638  0.1302
H -6.661 -4.083 0.996  0.1149

## Properties
* multiplicity: 1

(3)
A molecular structure, C13H26NO4P2Pt, computed with wB97M-V/def2-TZVPD.

Last column: Löwdin charge in e.
Geometry (Å):
Pt 0.461 -0.369 0.775  0.9773
P 2.062 -0.209 -0.870  0.8158
C 1.316 1.060 -1.982  -0.1788
C -0.228 1.003 -1.979  -0.1855
N -0.862 0.559 -0.908  0.0502
C -2.152 0.773 -0.672  -0.2047
C -2.917 1.391 -1.655  0.1306
C -2.311 1.839 -2.813  0.0813
C -0.955 1.650 -2.973  0.1272
C -2.751 0.318 0.632  -0.1749
P -1.484 0.076 1.975  0.8394
H -0.362 2.127 -3.725  0.1590
H -3.982 1.387 -1.485  0.1643
H -2.897 2.309 -3.596  0.1613
H -3.528 0.989 1.036  0.1355
H -3.212 -0.674 0.509  0.1283
H 1.687 2.024 -1.660  0.0790
H 1.748 0.945 -3.016  0.1504
H 1.437 3.037 0.369  -0.0005
O 1.553 3.644 -0.371  -0.0380
H 2.497 3.876 -0.313  0.0860
H 1.533 -0.291 2.086  0.0769
O 1.582 1.320 1.905  -0.2915
H 1.974 1.854 2.616  0.0649
C -1.317 1.648 2.829  -0.1960
H -2.312 2.054 3.043  0.0873
H -0.763 1.449 3.754  0.0823
H -0.734 2.318 2.186  0.0498
C -2.003 -1.214 3.106  -0.1623
H -1.224 -1.323 3.871  0.0890
H -2.948 -0.919 3.575  0.0978
H -2.128 -2.153 2.554  0.0698
C 2.300 -1.680 -1.887  -0.1900
H 3.046 -1.441 -2.655  0.0900
H 2.626 -2.565 -1.319  0.0832
H 1.363 -1.923 -2.398  0.0704
C 3.686 0.263 -0.245  -0.1901
H 4.212 -0.603 0.187  0.0931
H 4.289 0.682 -1.063  0.0896
H 3.537 1.001 0.554  0.0366
C -0.052 -4.432 -0.041  -0.0046
O 0.560 -3.143 0.204  -0.1249
C -0.313 -2.085 0.164  -0.6081
O -1.516 -2.302 -0.040  0.0502
H -0.285 -4.547 -1.106  0.1148
H -0.944 -4.577 0.572  0.1053
H 0.712 -5.142 0.266  0.1133

## Properties
* energy relative to the best compared isomer or geometry (same formula, charge and spin): 2.299 eV
* multiplicity: 5
* net charge: +3

(4)
A single C5H8F2 molecule, computed with wB97M-V/def2-TZVPD.

Last column: natural (NBO) charge in e.
Geometry (Å):
C 1.298 1.183 0.404  -0.6515
C 0.618 -0.015 -0.287  0.3289
F 1.457 -0.606 -1.231  -0.3619
C -0.080 -1.060 0.635  -0.4363
C -1.409 -0.940 -0.134  -0.4445
C -0.764 0.327 -0.913  0.1906
F -1.272 1.509 -0.436  -0.3526
H 0.553 1.863 0.839  0.2350
H 1.921 0.886 1.258  0.2138
H 1.887 1.679 -0.308  0.2238
H -0.011 -0.624 1.672  0.2144
H 0.467 -2.024 0.621  0.2244
H -1.643 -1.837 -0.631  0.2197
H -2.200 -0.617 0.527  0.2193
H -0.822 0.277 -2.017  0.1770

## Properties
* energy relative to the best compared isomer or geometry (same formula, charge and spin): 0.623 eV
* SMILES: C[C@@]1(F)CC[C@H]1F
* multiplicity: 1

DFT total energy / eV: -112968.3160 -206162.1060 -45371.8229 -10748.7512